[1]
Computed, not measured: C4H9NO in the gas phase, with the ωB97M-V functional and the def2-TZVPD basis.

Geometry as ORCA input:
```
! wB97M-V def2-TZVPD RIJCOSX def2/J DEFGRID3
* xyz 0 1
C 2.0282 -0.2128 -1.1709
C 0.5776 0.1953 -1.3577
C -0.1251 0.3597 -0.0172
O 0.0826 1.2787 0.7463
N -0.9812 -0.6545 0.2973
C -1.5752 -0.7787 1.5973
H 2.1112 -1.2815 -0.9721
H 2.4527 0.3037 -0.3052
H 2.6449 0.0614 -2.0174
H 0.5040 1.1663 -1.8379
H -0.0279 -0.4723 -1.9742
H -1.2082 -1.3485 -0.3920
H -1.5435 -1.8210 1.9348
H -1.0169 -0.1859 2.3046
H -2.6094 -0.4425 1.6169
*
```

Results
HOMO level   -9.631 eV
Relative energy (zero: lowest compared OMol25 entry of this formula, charge and spin)   8.4 kcal/mol
SMILES   CCC(=O)NC
Kohn-Sham gap   0.388 Ha
DFT total energy   -7831.954 eV


[2]
Computed, not measured: 2 unconnected molecules or ions with the total composition C4H9NO, with the ωB97M-V functional and the def2-TZVPD basis.

Geometry as ORCA input:
```
! wB97M-V def2-TZVPD RIJCOSX def2/J DEFGRID3
* xyz 0 1
C 0.6611 -1.1560 1.7268
N 0.7850 -2.3122 1.1794
C 1.1024 -2.2451 -0.3029
H -0.1848 -1.1547 2.4689
H 1.1466 -0.2657 1.3145
H 0.4362 -3.0364 -0.6640
H 0.9301 -1.2644 -0.7914
H 2.1559 -2.5789 -0.3824
C -1.3515 2.2245 -0.1534
C -0.5283 1.7663 -1.3731
O 0.6433 1.5303 -1.2871
H -2.1397 2.9407 -0.3674
H -1.8261 1.3197 0.3118
H -0.6949 2.7101 0.5788
H -1.1351 1.5218 -2.2585
*
```

Results
HOMO level   -9.185 eV
Relative energy (zero: lowest compared OMol25 entry of this formula, charge and spin)   72.0 kcal/mol
SMILES   C=NC.CC=O
Kohn-Sham gap   0.368 Ha
DFT total energy   -7829.197 eV


[3]
Computed, not measured: C4H9NO in the gas phase, with the ωB97M-V functional and the def2-TZVPD basis.

Geometry as ORCA input:
```
! wB97M-V def2-TZVPD RIJCOSX def2/J DEFGRID3
* xyz 0 1
C 2.1034 0.0969 -0.1173
N 0.9004 0.9017 -0.3379
O 0.2816 1.4425 1.0118
C -0.3971 0.5256 0.2150
C -1.5431 1.0989 -0.6591
C -0.5231 -0.8566 0.7951
H 3.0187 0.8098 -0.3649
H 2.3532 -0.4325 0.7728
H 1.9409 -0.6285 -0.8043
H -2.4503 0.5719 -0.3912
H -1.2625 1.1677 -1.8168
H -1.6106 2.1608 -0.3974
H -0.4073 -1.7123 -0.0084
H -1.4012 -0.8980 1.3130
H 0.2329 -1.1030 1.4338
*
```

Results
HOMO level   -9.629 eV
Relative energy (zero: lowest compared OMol25 entry of this formula, charge and spin)   101.7 kcal/mol
SMILES   CN1OC1(C)C
Kohn-Sham gap   0.389 Ha
DFT total energy   -7827.908 eV


[4]
Computed, not measured: C4H9NO in the gas phase, with the ωB97M-V functional and the def2-TZVPD basis.

Geometry as ORCA input:
```
! wB97M-V def2-TZVPD RIJCOSX def2/J DEFGRID3
* xyz 0 1
C 1.8995 -1.5096 -0.2725
N 1.2462 -0.5423 -0.7866
O 1.3507 -0.0031 -1.8856
C 0.0704 0.2316 0.3035
C -1.1293 -0.5845 -0.1506
C -0.0245 1.6830 -0.0342
H 2.6641 -2.0084 -0.8464
H 1.6874 -1.8355 0.7283
H 0.4262 -0.0134 1.2962
H -1.2661 -0.4268 -1.2224
H -0.9615 -1.6486 0.0103
H -2.0494 -0.3005 0.3539
H 0.4651 2.3065 0.7073
H -1.0707 1.9777 -0.1138
H 0.4363 1.8448 -1.0118
*
```

Results
HOMO level   -8.838 eV
Relative energy (zero: lowest compared OMol25 entry of this formula, charge and spin)   82.7 kcal/mol
SMILES   C=[N+]([O-])C(C)C
Kohn-Sham gap   0.362 Ha
DFT total energy   -7828.735 eV


[5]
Computed, not measured: 2 unconnected molecules or ions with the total composition C4H9NO, with the ωB97M-V functional and the def2-TZVPD basis.

Geometry as ORCA input:
```
! wB97M-V def2-TZVPD RIJCOSX def2/J DEFGRID3
* xyz 0 1
C -0.5931 -0.8582 3.7949
C -0.6715 -0.1890 2.6364
C -1.3639 -0.6253 1.4222
C -0.8136 -0.2346 0.2265
N -1.4471 0.2181 -0.8845
H 0.0472 -0.6396 4.6351
H -1.2530 -1.7069 3.9684
H 0.2333 0.3718 2.3929
H -2.0321 -1.4707 1.5610
H 0.2748 -0.3222 0.1026
H -0.9389 0.5839 -1.6746
H -2.2193 0.8438 -0.7228
O 3.9006 1.1873 -5.6419
H 3.8237 2.0701 -6.0072
H 3.0530 0.7714 -5.8090
*
```

Results
HOMO level   -7.034 eV
Relative energy (zero: lowest compared OMol25 entry of this formula, charge and spin)   86.6 kcal/mol
SMILES   C=C/C=C/N.O
Kohn-Sham gap   0.280 Ha
DFT total energy   -7828.566 eV


[6]
Computed, not measured: 2 unconnected molecules or ions with the total composition C4H9NO, with the ωB97M-V functional and the def2-TZVPD basis.

Geometry as ORCA input:
```
! wB97M-V def2-TZVPD RIJCOSX def2/J DEFGRID3
* xyz 0 1
C -0.6244 -2.6914 0.3023
C 0.3161 -1.7201 -0.3091
N -0.0453 -0.4609 -0.7192
O 1.4528 -1.9551 -0.4504
H -0.0515 -3.6656 0.4775
H -1.7172 -2.6504 -0.1148
H -0.6828 -2.1954 1.3619
H 0.5949 0.1133 -1.1274
H -1.1562 -0.2800 -1.3133
C -0.2311 2.5798 -0.1711
C 0.7009 2.6343 0.8124
H -1.2061 2.1313 -0.0979
H 0.2494 2.7664 -1.1225
H 0.5543 2.6207 1.8162
H 1.8461 2.7731 0.6553
*
```

Results
HOMO level   -9.421 eV
Relative energy (zero: lowest compared OMol25 entry of this formula, charge and spin)   83.2 kcal/mol
SMILES   CC(N)=O.C=C
Kohn-Sham gap   0.370 Ha
DFT total energy   -7828.710 eV


[7]
Computed, not measured: 3 unconnected molecules or ions with the total composition C4H9NO, with the ωB97M-V functional and the def2-TZVPD basis.

Geometry as ORCA input:
```
! wB97M-V def2-TZVPD RIJCOSX def2/J DEFGRID3
* xyz 0 1
C 0.5818 -0.4137 0.0811
C -0.9899 1.0572 -0.2241
C -2.1971 0.1909 0.0282
C 1.3514 0.6513 -0.2048
N 2.2865 -1.6344 0.3208
O 1.9923 1.5664 -0.4498
H 2.9067 -1.2607 1.0431
H 2.8531 -1.6445 -0.5306
H 0.2463 -1.0610 -0.7116
H 0.3081 -0.6186 1.1023
H -0.8526 1.8584 0.5013
H -0.9120 1.4328 -1.2439
H -2.1909 -0.2288 1.0388
H -3.1345 0.7513 -0.0765
H -2.2492 -0.6466 -0.6741
*
```

Results
HOMO level (spin up / spin down)   -6.886 / -6.605 eV
Relative energy (zero: lowest compared OMol25 entry of this formula, charge and spin)   149.8 kcal/mol
Kohn-Sham gap (spin up / spin down)   0.262 / 0.252 Ha
DFT total energy   -7825.822 eV


[8]
Computed, not measured: C4H9NO in the gas phase, with the ωB97M-V functional and the def2-TZVPD basis.

Geometry as ORCA input:
```
! wB97M-V def2-TZVPD RIJCOSX def2/J DEFGRID3
* xyz 0 1
C -0.3164 -2.1140 0.9527
N -0.0828 -1.2942 -0.2437
C 0.1813 0.1280 0.0248
C 1.5893 0.5127 0.5600
C -0.3949 1.0975 -0.9911
O -1.0246 2.0878 -0.6821
H -0.6425 -1.5495 1.8215
H -1.0045 -2.9359 0.7481
H 0.6509 -2.5480 1.1980
H -0.9425 -1.2671 -0.8119
H -0.4773 0.1872 0.9013
H 1.6449 1.4303 1.1547
H 1.9387 -0.3766 1.0939
H 2.3873 0.6497 -0.2035
H -0.6879 0.6577 -1.9552
*
```

Results
HOMO level   -9.163 eV
Relative energy (zero: lowest compared OMol25 entry of this formula, charge and spin)   56.8 kcal/mol
SMILES   CN[C@@H](C)C=O
Kohn-Sham gap   0.362 Ha
DFT total energy   -7829.858 eV